Here is C49H25F15GeN4O2STi as an isolated structure at a distorted geometry from OMol25. Energies are from the ωB97M-V functional and the def2-TZVPD basis.

Structure (XYZ):
```
98
C49H25F15GeN4O2STi | OMol25 | the ωB97M-V functional and the def2-TZVPD basis
Ti 0.2338 -1.6679 0.2036
C -1.2085 -5.9196 0.2264
C -0.5055 -4.6224 0.0043
N -0.8472 -3.5051 0.5356
N -1.9077 -3.4508 1.3937
C -1.9124 -2.2584 1.9355
O -1.0139 -1.3777 1.6479
C -2.9615 -1.8583 2.8914
C -3.0089 -0.5370 3.3273
C -4.0095 -0.1374 4.1991
C -4.9574 -1.0516 4.6371
C -4.9130 -2.3696 4.1982
C -3.9198 -2.7732 3.3225
C 0.6882 -4.5261 -0.8331
C 1.2582 -5.6414 -1.4356
C 2.4097 -5.4941 -2.1839
C 2.9636 -4.2320 -2.3139
C 2.3451 -3.1680 -1.6857
N 1.2355 -3.2979 -0.9567
H -2.1138 -5.7506 0.8007
H -1.4660 -6.3826 -0.7274
H -0.5654 -6.6118 0.7748
H -2.2747 0.1686 2.9595
H -4.0528 0.8925 4.5287
H -5.7375 -0.7362 5.3180
H -5.6568 -3.0789 4.5366
H -3.8748 -3.7934 2.9666
H 0.8020 -6.6124 -1.3127
H 2.8662 -6.3514 -2.6601
H 3.8586 -4.0605 -2.8940
H 2.7475 -2.1708 -1.7812
C 2.1171 -3.7617 3.7364
C 3.2641 -2.9954 3.8890
C 3.5480 -2.0036 2.9693
C 2.6812 -1.7629 1.8981
C 1.5073 -2.5219 1.7379
C 1.2561 -3.5201 2.6750
C 3.0245 -0.7771 0.8529
C 4.3196 -0.1981 0.7712
C 4.6635 0.5366 -0.3151
C 3.7476 0.6860 -1.3842
C 4.1087 1.2795 -2.6120
C 3.2216 1.3081 -3.6518
C 1.9363 0.7607 -3.4896
C 1.5529 0.1986 -2.3012
C 2.4559 0.1454 -1.2207
N 2.1169 -0.5447 -0.0817
H 1.8876 -4.5411 4.4529
H 3.9338 -3.1701 4.7207
H 4.4449 -1.4157 3.1091
H 0.3557 -4.1205 2.6019
H 5.0381 -0.3766 1.5543
H 5.6526 0.9700 -0.4036
H 5.1043 1.6961 -2.7146
H 3.5023 1.7485 -4.6001
H 1.2333 0.7834 -4.3117
H 0.5600 -0.2153 -2.2023
F 2.2224 2.8795 0.4621
C 2.1908 3.4339 -0.7572
C 0.9945 3.4803 -1.4559
C 1.0388 4.0742 -2.7022
F -0.0646 4.1526 -3.4593
C 2.1981 4.6208 -3.2257
F 2.2053 5.1627 -4.4457
C 3.3655 4.5671 -2.4920
F 4.5013 5.0356 -3.0060
C 3.3674 3.9618 -1.2488
F 4.5077 3.8532 -0.5612
Ge -0.6230 2.7960 -0.5508
S -0.6157 0.8438 0.3356
C -2.1495 2.9187 -1.8084
C -2.2048 2.0083 -2.8502
F -1.1659 1.1844 -3.0633
C -3.2793 1.9063 -3.7096
F -3.2840 1.0147 -4.7013
C -4.3603 2.7546 -3.5357
F -5.4068 2.6759 -4.3523
C -4.3412 3.6879 -2.5164
F -5.3753 4.5133 -2.3523
C -3.2414 3.7564 -1.6771
F -3.2696 4.6917 -0.7173
C -1.0001 4.0150 0.9611
C -0.2550 5.1236 1.3233
F 0.7694 5.5432 0.5625
C -0.5154 5.8634 2.4641
F 0.2369 6.9204 2.7758
C -1.5662 5.4982 3.2836
F -1.8272 6.1930 4.3869
C -2.3518 4.4110 2.9438
F -3.3808 4.0657 3.7216
C -2.0640 3.6994 1.7957
F -2.8786 2.6852 1.4872
C -2.7233 -1.4830 -1.2095
C -1.2818 -1.8788 -1.4482
O -0.9046 -2.2421 -2.5399
H -3.2487 -1.4407 -2.1654
H -2.7614 -0.5270 -0.6890
H -3.1927 -2.2318 -0.5659
```

Output
electronic energy	-192503.3667	eV
LUMO level	-0.0319	hartree
energy relative to the best compared isomer or geometry (same formula, charge and spin)	13.28	kJ/mol
HOMO level	-7.613	eV
max |F|	0.02247	hartree/bohr



Here is a 2-piece molecular cluster, C2H5IOS overall at a distorted geometry from OMol25. Energies are from the ωB97M-V functional and the def2-TZVPD basis.

Structure (XYZ):
```
10
C2H5IOS | OMol25 | the ωB97M-V functional and the def2-TZVPD basis
C -1.3053 0.9984 -0.2102
C -0.8117 -0.1717 0.6135
O -0.2609 0.0045 1.6571
S -0.7469 -1.7761 -0.2373
I 3.6380 -0.0287 -0.0023
H -1.8638 1.7136 0.4655
H -0.5359 1.4992 -0.8577
H -1.9937 0.4468 -0.8315
H 2.6704 1.2711 0.0119
H 0.2703 -1.9679 0.5533
```

Output
electronic energy	-23133.7148	eV
LUMO level (alpha / beta)	0.0169 / -0.1065	hartree
energy relative to the best compared isomer or geometry (same formula, charge and spin)	64.39	kJ/mol
HOMO level (alpha / beta)	-5.846 / -9.957	eV
2S+1	3
max |F|	0.14220	hartree/bohr
⟨S²⟩	2.01



Here is a 8-piece molecular cluster, C26H73N5O11 overall at a distorted geometry from OMol25. Energies are from the ωB97M-V functional and the def2-TZVPD basis.

Structure (XYZ):
```
115
C26H73N5O11 | OMol25 | the ωB97M-V functional and the def2-TZVPD basis
C 3.6965 -3.8535 -0.2056
C 3.2299 -5.0270 0.5753
C 3.6290 -6.4190 -0.0253
O 3.1843 -7.5037 0.8930
C 4.0353 -8.4820 0.6320
N 3.6719 -4.8588 1.9248
H 3.5609 -4.0380 -1.2713
H 4.6783 -3.5243 0.1345
H 2.9743 -3.1076 0.1264
H 2.1500 -5.0677 0.7178
H 4.7147 -6.3533 -0.0953
H 3.3825 -6.4594 -1.0863
H 3.6069 -9.3390 1.1517
H 5.0411 -8.3216 1.0202
H 4.0019 -8.8600 -0.3898
H 3.3568 -5.7520 2.2756
H 4.6693 -5.0140 1.9593
C 4.9383 3.2152 0.6370
C 5.2391 3.3015 -0.8755
C 4.5202 2.2623 -1.7423
O 4.9035 0.9779 -1.5507
C 4.2203 -0.0175 -2.3827
N 4.7716 4.6364 -1.2794
H 5.7340 3.5763 1.2885
H 4.6965 2.2293 1.0340
H 4.2720 3.9427 1.1005
H 6.3071 3.2053 -1.0710
H 4.7491 2.5810 -2.7593
H 3.4365 2.3090 -1.6352
H 4.1573 -0.9709 -1.8582
H 4.7308 -0.1499 -3.3366
H 3.1819 0.2555 -2.5705
H 4.1350 4.9600 -0.5652
H 5.5335 5.2905 -1.1708
C -1.3364 5.9047 6.5238
C -0.5081 5.9370 5.2361
C -1.1227 5.2096 4.0018
O -0.8640 3.8536 4.1855
C 0.2465 3.3781 3.4784
N -0.2345 7.3480 4.8760
H -2.2913 6.4295 6.5524
H -0.7180 6.3783 7.2863
H -1.3715 4.9032 6.9525
H 0.4373 5.4459 5.4663
H -0.6847 5.5051 3.0485
H -2.1936 5.3888 4.0974
H 0.1635 3.0872 2.4312
H 0.5786 2.5053 4.0404
H 1.1418 3.9980 3.4296
H 0.5926 7.2711 4.3014
H 0.1032 7.8627 5.6767
C -3.8354 -0.8182 -8.0082
C -3.4396 -2.0021 -7.0938
C -4.3570 -1.9052 -5.8787
O -3.8825 -2.7972 -4.9241
C -2.9701 -2.2779 -3.9824
N -3.7075 -3.1773 -7.8534
H -3.6385 0.1165 -7.4832
H -4.8181 -0.9972 -8.4446
H -3.1415 -0.6975 -8.8402
H -2.4144 -2.0173 -6.7239
H -5.3989 -2.0883 -6.1417
H -4.4736 -0.9075 -5.4554
H -3.1155 -1.2011 -3.8966
H -1.9571 -2.5332 -4.2933
H -3.2418 -2.6315 -2.9878
H -3.8587 -4.0012 -7.2892
H -2.8745 -3.3765 -8.3886
C -3.5616 -0.4194 3.4216
C -2.9580 -0.0447 2.1087
C -4.0696 -0.1618 0.9111
O -4.4589 -1.5036 0.6904
C -5.2943 -1.6223 -0.4441
N -2.3649 1.2625 2.2859
H -4.4761 0.1253 3.6565
H -2.9598 -0.4284 4.3303
H -3.7666 -1.4830 3.2995
H -2.1365 -0.6890 1.7955
H -3.6300 0.3029 0.0286
H -4.8989 0.4262 1.3043
H -5.8060 -0.6964 -0.7068
H -5.9606 -2.4846 -0.4665
H -4.6698 -1.8470 -1.3088
H -1.9833 1.5485 3.1762
H -3.0159 1.9678 1.9713
C 0.4745 -0.2328 -0.1909
C -0.6649 -1.0752 -0.7652
O -1.1409 -0.4524 -1.9073
O 0.0462 1.0050 0.4317
H 1.1115 -0.1314 -1.0695
H 1.0144 -0.8813 0.4991
H -1.4485 -1.0655 -0.0076
H -0.4258 -2.1378 -0.8087
H -1.2983 0.4910 -1.8251
H -0.6741 0.7424 1.0095
C -1.0153 3.3303 -2.2387
C -1.8983 4.5046 -2.6249
O -1.8821 4.8488 -4.0403
O -0.8286 2.2481 -3.1553
H -1.2988 2.9309 -1.2649
H -0.0380 3.7730 -2.0463
H -1.5703 5.3368 -2.0021
H -2.9552 4.2662 -2.5057
H -2.3746 5.6666 -4.1416
H -1.3866 2.4884 -3.8986
C 0.8287 -2.5210 5.0059
C 1.3120 -2.7481 3.5527
O 2.6444 -2.9712 3.5949
O -0.5755 -2.1804 4.9362
H 1.1215 -1.5641 5.4381
H 1.0228 -3.3860 5.6400
H 1.2677 -1.8280 2.9699
H 0.7439 -3.5653 3.1082
H 2.8270 -3.6090 2.9010
H -0.8526 -2.2519 5.8525
```

Output
electronic energy	-58109.3102	eV
LUMO level (alpha / beta)	0.0768 / 0.0761	hartree
energy relative to the best compared isomer or geometry (same formula, charge and spin)	0.00	kJ/mol
total charge	-1
HOMO level (alpha / beta)	0.813 / -6.827	eV
2S+1	2
max |F|	0.10600	hartree/bohr
⟨S²⟩	0.75



Here is a 3-piece molecular cluster, C22H48N3O3 overall at a distorted geometry from OMol25. Energies are from the ωB97M-V functional and the def2-TZVPD basis.

Structure (XYZ):
```
76
C22H48N3O3 | OMol25 | the ωB97M-V functional and the def2-TZVPD basis
N -1.9681 -0.2177 -1.4991
O -1.2693 -0.9244 -0.7535
O -2.9569 -0.6489 -2.0281
O -1.5388 0.9014 -1.6427
C 6.7205 4.4188 -2.9624
C 5.2669 4.6479 -2.9457
C 4.5870 3.6558 -1.9595
C 3.3430 4.1635 -1.2239
N 2.2643 3.0486 -1.1172
C 0.9833 3.6819 -0.3471
C 1.1382 3.3884 1.0936
C 2.3318 2.5159 1.3112
C 2.5588 1.8901 -0.0906
C 1.9222 2.5281 -2.4818
C 1.7067 3.6117 -3.6083
C 1.1298 3.0940 -5.0128
H 7.2789 5.1659 -3.5265
H 6.9508 3.4281 -3.3542
H 7.0533 4.4033 -1.9245
H 4.7704 4.4813 -3.9016
H 4.9887 5.6918 -2.8009
H 5.3578 3.3580 -1.2486
H 4.5372 2.6198 -2.2947
H 2.8731 4.9576 -1.8042
H 3.4860 4.6765 -0.2729
H 0.1324 3.3054 -0.9149
H 0.9528 4.7531 -0.5462
H 0.3037 2.7283 1.3307
H 0.9756 4.2374 1.7575
H 2.2318 1.8643 2.1792
H 3.0898 3.2013 1.6904
H 1.9146 1.0202 -0.2189
H 3.5820 1.5511 -0.2531
H 0.9200 2.1095 -2.3897
H 2.6830 1.7759 -2.6898
H 2.5716 4.2048 -3.9052
H 1.0495 4.3792 -3.1995
H 1.0624 3.9698 -5.6581
H 0.1147 2.7900 -4.7573
H 1.6708 2.1867 -5.2813
C -5.3389 -2.2225 -0.6789
C -4.9983 -3.6720 -0.3577
C -4.1776 -3.9789 0.9012
C -2.9100 -3.0518 1.1797
N -2.3171 -3.2225 2.5407
C -3.1511 -2.5176 3.6156
C -2.6146 -1.0862 3.5671
C -1.3115 -1.0509 2.8293
C -1.0072 -2.4720 2.6373
C -2.1372 -4.6896 2.9072
C -1.0624 -5.3650 2.0710
C -0.8028 -6.7761 2.5332
H -4.5560 -1.4666 -0.6161
H -6.0954 -1.7106 -0.0842
H -5.6808 -2.1757 -1.7128
H -4.4449 -4.1007 -1.1932
H -5.9441 -4.2015 -0.2426
H -3.8899 -5.0302 0.8947
H -4.8018 -3.9541 1.7944
H -3.3970 -2.0779 1.2295
H -2.0663 -3.1783 0.5013
H -2.9200 -2.8905 4.6134
H -4.2218 -2.5713 3.4185
H -2.4772 -0.7543 4.5962
H -3.2504 -0.2800 3.2012
H -0.6137 -0.6454 3.5619
H -1.2703 -0.3946 1.9599
H -0.4384 -2.6908 3.5410
H -0.2874 -2.6594 1.8405
H -3.1390 -5.1191 2.9016
H -1.8657 -4.8097 3.9560
H -0.0865 -4.9057 2.2285
H -1.3579 -5.3927 1.0221
H -1.4959 -7.5060 2.1150
H -0.8743 -6.9215 3.6111
H 0.2330 -7.0729 2.3688
```

Output
electronic energy	-34194.4129	eV
LUMO level (alpha / beta)	0.0117 / 0.0114	hartree
energy relative to the best compared isomer or geometry (same formula, charge and spin)	0.00	kJ/mol
HOMO level (alpha / beta)	-1.651 / -7.194	eV
2S+1	2
max |F|	0.08089	hartree/bohr
⟨S²⟩	0.75



- electronic energy of number 4 (C22H48N3O3)?
  -34194.4129 eV



- What is the energy relative to the best compared isomer or geometry (same formula, charge and spin) in the first record?
  13.28 kJ/mol